# 1
{"formula": "C52H45AsClIMoN5O3PS", "method": "ωB97M-V/def2-TZVPD", "elements": ["Mo", "C", "C", "C", "C", "C", "C", "C", "H", "H", "H", "H", "H", "H", "H", "H", "Cl", "C", "C", "C", "I", "C", "O", "C", "N", "C", "C", "C", "C", "H", "H", "H", "H", "N", "C", "C", "C", "C", "C", "C", "S", "O", "O", "N", "C", "N", "C", "C", "C", "N", "H", "H", "H", "H", "H", "H", "H", "H", "H", "C", "C", "As", "C", "C", "C", "C", "C", "C", "C", "C", "C", "C", "C", "C", "P", "C", "C", "C", "C", "C", "C", "C", "C", "C", "C", "C", "C", "H", "H", "H", "H", "H", "H", "H", "H", "H", "H", "H", "H", "H", "H", "H", "H", "H", "H", "H", "H", "H", "H", "H", "H"], "positions_angstrom": [[-1.003021, 0.244998, 1.023739], [0.161817, -1.234353, 4.056603], [-1.011790, -0.315240, 3.864034], [-2.103807, -0.706705, 3.063057], [-3.272646, 0.080251, 3.027494], [-3.344296, 1.249599, 3.753183], [-2.251298, 1.650655, 4.521949], [-1.099998, 0.885250, 4.570057], [-0.015348, -1.875399, 4.922607], [1.080602, -0.679223, 4.243432], [0.305306, -1.893597, 3.199049], [-2.124689, -1.715628, 2.659205], [-4.114913, -0.246795, 2.431962], [-4.244735, 1.848247, 3.728638], [-2.300909, 2.572539, 5.086403], [-0.267599, 1.200245, 5.188169], [-2.953726, 2.869212, -5.050926], [-2.890853, 2.100158, -3.517704], [-4.045436, 1.648426, -2.939395], [-4.024182, 1.017859, -1.675475], [-5.776916, 0.371651, -0.791516], [-2.824877, 0.827687, -1.043357], [-2.690242, 0.267878, 0.185418], [-1.633960, 1.300444, -1.626416], [-0.507843, 1.133128, -0.873835], [0.629762, 1.641130, -1.321491], [0.714556, 2.320408, -2.537403], [-0.407429, 2.478306, -3.310945], [-1.634151, 1.961771, -2.859023], [-4.986762, 1.786113, -3.452518], [1.512714, 1.505292, -0.708010], [1.669421, 2.716864, -2.847953], [-0.362528, 3.009081, -4.252315], [-5.075502, 8.945127, 2.176298], [-4.292197, 7.827902, 2.222961], [-3.039686, 7.805193, 1.592761], [-2.250903, 6.672609, 1.627792], [-2.707699, 5.546250, 2.290479], [-3.938609, 5.540807, 2.920125], [-4.728718, 6.673865, 2.888130], [-2.045812, 3.438612, 1.064307], [-1.886267, 4.389604, 2.360918], [-1.345753, 4.028007, -0.064858], [-1.034939, 2.215203, 1.678575], [0.300352, 2.356262, 1.898967], [0.854638, 1.114661, 1.823844], [2.164999, 0.991305, 2.066845], [2.921428, 2.102052, 2.359286], [2.262532, 3.333532, 2.364846], [0.963081, 3.473951, 2.136212], [-4.720744, 9.798234, 1.789343], [-5.920660, 8.998212, 2.711504], [-2.687602, 8.688480, 1.075158], [-1.283178, 6.652189, 1.145455], [-4.275704, 4.653446, 3.441246], [-5.691430, 6.673921, 3.383213], [2.586314, -0.005255, 2.029858], [3.976844, 2.026751, 2.571483], [2.809049, 4.248210, 2.565659], [1.703050, -2.265545, 0.399619], [2.347713, -3.399732, -0.390344], [4.318015, -3.150811, -0.411158], [4.245419, -1.553759, -1.555963], [3.969797, -1.613189, -2.920592], [3.943829, -0.454122, -3.684208], [4.181702, 0.780117, -3.091380], [4.446105, 0.853737, -1.731087], [4.484651, -0.310910, -0.972225], [4.786178, -4.465537, -1.765192], [6.099802, -4.441569, -2.229703], [6.520348, -5.343297, -3.194012], [5.636315, -6.291544, -3.690553], [4.332961, -6.333057, -3.221195], [3.906125, -5.421718, -2.263023], [-0.098987, -2.040750, 0.193230], [-0.986122, -3.403452, 0.974625], [-2.381341, -3.337725, 1.058644], [-3.089565, -4.350672, 1.681900], [-2.411912, -5.423951, 2.248217], [-1.027718, -5.476094, 2.201399], [-0.312376, -4.466457, 1.571701], [-0.403838, -2.091301, -1.596449], [-1.537280, -2.685414, -2.145827], [-1.754762, -2.629418, -3.516698], [-0.842704, -1.993950, -4.343944], [0.305667, -1.426727, -3.803787], [0.524596, -1.473674, -2.438792], [2.128171, -1.303495, 0.089289], [1.902899, -2.357690, 1.470771], [1.993003, -3.416397, -1.419921], [2.126080, -4.366878, 0.058217], [3.810063, -2.574149, -3.397485], [3.768341, -0.516967, -4.751172], [4.199856, 1.677376, -3.697129], [4.665951, 1.809866, -1.272006], [4.753362, -0.258703, 0.078929], [6.801946, -3.712682, -1.839550], [7.540973, -5.312677, -3.551332], [5.966682, -7.001654, -4.436667], [3.644524, -7.078254, -3.597998], [2.884642, -5.479333, -1.911277], [-2.915652, -2.484640, 0.653294], [-4.168827, -4.299821, 1.735497], [-2.965580, -6.212655, 2.739366], [-0.499596, -6.303501, 2.655548], [0.767343, -4.518725, 1.552768], [-2.242228, -3.212478, -1.522268], [-2.634650, -3.098225, -3.936531], [-1.011402, -1.962697, -5.412133], [1.041480, -0.961183, -4.446730], [1.442893, -1.053305, -2.041810]], "atomic_forces_ev_per_a": [[-0.6, 0.4, -0.2], [0.0, 0.0, 0.0], [0.0, -0.1, 0.0], [0.2, 0.1, 0.0], [0.0, 0.0, 0.0], [0.0, 0.0, 0.0], [0.0, 0.0, 0.0], [0.0, 0.0, 0.0], [0.0, 0.0, 0.0], [0.0, 0.0, 0.0], [0.0, 0.0, 0.0], [0.0, 0.1, 0.1], [0.0, 0.0, 0.0], [0.0, 0.0, 0.0], [0.0, 0.0, 0.0], [0.0, 0.0, 0.0], [0.0, 0.0, 0.0], [0.0, 0.0, 0.0], [0.0, 0.0, 0.0], [0.0, -0.1, 0.0], [0.0, 0.0, 0.0], [0.0, 0.1, -0.1], [0.0, -0.2, 0.0], [0.0, 0.0, 0.0], [0.0, -0.1, -0.1], [0.0, 0.0, 0.0], [0.0, 0.0, 0.0], [0.0, 0.0, 0.0], [0.0, 0.0, 0.0], [0.0, 0.0, 0.0], [0.0, 0.0, 0.0], [0.0, 0.0, 0.0], [0.0, 0.0, 0.0], [-0.1, 0.0, -0.1], [0.1, -0.1, 0.0], [0.0, 0.0, 0.0], [0.0, -0.1, 0.0], [-0.1, 0.1, 0.0], [0.0, -0.1, 0.0], [0.0, 0.0, 0.0], [-0.1, 0.0, -0.1], [0.1, 0.0, 0.1], [0.0, 0.0, 0.0], [0.1, -0.1, 0.2], [0.1, -0.1, 0.1], [0.2, 0.0, 0.1], [0.0, 0.0, 0.0], [0.0, 0.0, 0.0], [0.0, 0.0, 0.0], [0.0, 0.0, 0.0], [0.0, 0.0, 0.0], [0.0, 0.0, 0.0], [0.0, 0.0, 0.0], [0.0, 0.0, 0.0], [0.0, 0.0, 0.0], [0.0, 0.0, 0.0], [0.0, 0.0, 0.0], [0.0, 0.0, 0.0], [0.0, 0.0, 0.0], [0.0, 0.0, 0.0], [0.0, -0.1, 0.0], [0.0, 0.1, 0.0], [0.0, 0.0, 0.0], [0.1, 0.0, 0.0], [0.0, 0.0, 0.0], [0.0, 0.0, 0.0], [0.0, 0.0, 0.0], [0.0, 0.0, 0.1], [-0.1, 0.0, 0.0], [0.0, 0.0, 0.0], [0.0, 0.0, 0.0], [0.0, 0.0, 0.0], [0.0, 0.0, 0.0], [0.0, 0.0, 0.0], [0.2, 0.0, 0.0], [0.0, 0.1, 0.1], [0.0, -0.1, -0.1], [0.0, 0.0, 0.0], [0.0, 0.0, 0.0], [0.0, 0.0, 0.0], [0.0, 0.0, 0.0], [0.1, 0.0, 0.0], [0.0, 0.1, 0.0], [0.0, 0.0, 0.0], [0.0, 0.0, 0.0], [0.0, 0.0, 0.0], [0.0, 0.1, 0.1], [0.0, 0.0, 0.0], [0.0, 0.0, 0.0], [0.0, 0.0, 0.0], [0.0, 0.0, -0.1], [0.0, 0.0, 0.0], [0.0, 0.0, 0.0], [0.0, 0.0, 0.0], [0.0, 0.0, 0.0], [0.0, 0.0, 0.0], [0.0, 0.0, 0.0], [0.0, 0.0, 0.0], [0.0, 0.0, 0.0], [0.0, 0.0, 0.0], [0.0, 0.0, 0.0], [0.0, 0.0, -0.1], [0.0, 0.0, 0.0], [0.0, 0.0, 0.0], [0.0, 0.0, 0.0], [0.0, 0.0, 0.0], [-0.1, 0.0, 0.1], [0.0, 0.0, 0.0], [0.0, 0.0, 0.0], [0.0, 0.0, 0.0], [0.0, 0.1, 0.0]], "mol_weight_g_mol": 1184.22, "homo_energy_ev": [-11.39, -11.40], "spin_multiplicity": 3, "lumo_ev": [-7.50, -6.69], "charge": 2, "e_above_lowest_kcal_mol": 21.64, "orbital_gap_ev": [3.9, 4.7]}

# 2
{"formula": "C42H47Cl3DyN7O5S", "method": "ωB97M-V/def2-TZVPD", "elements": ["Dy", "O", "C", "O", "C", "C", "Cl", "N", "N", "C", "C", "O", "O", "C", "C", "C", "C", "C", "C", "H", "H", "H", "H", "H", "H", "C", "C", "C", "C", "C", "C", "C", "N", "C", "C", "C", "C", "C", "C", "C", "N", "C", "C", "C", "C", "H", "H", "H", "H", "H", "H", "H", "H", "H", "H", "H", "H", "H", "H", "H", "H", "H", "H", "H", "H", "H", "H", "H", "H", "C", "S", "C", "O", "H", "H", "H", "H", "H", "H", "C", "C", "C", "C", "N", "N", "C", "H", "H", "H", "H", "H", "H", "H", "H", "Cl", "C", "C", "C", "C", "C", "Cl", "C", "N", "H", "H", "H"], "positions_angstrom": [[-0.004407, 0.098409, 0.339157], [-0.651716, 1.041156, -5.558120], [0.064093, 2.084595, -5.199687], [0.573351, 2.821541, -6.008580], [0.226222, 2.326348, -3.738069], [0.760744, 3.485021, -3.182249], [1.326937, 4.823827, -4.048075], [0.804387, 3.332029, -1.833322], [0.349356, 2.108369, -1.500402], [-0.009661, 1.495317, -2.620599], [-0.480478, 0.049910, -2.583180], [-1.273367, -0.320979, -3.457434], [0.027231, -0.659548, -1.687368], [1.304362, 4.221861, -0.853515], [1.399559, 5.594175, -1.062032], [1.985275, 6.398065, -0.097744], [2.426770, 5.864281, 1.100497], [2.263569, 4.510180, 1.336455], [1.720208, 3.690861, 0.363108], [-0.986232, 0.484309, -4.785886], [1.017535, 6.046040, -1.959073], [2.094478, 7.454124, -0.292076], [2.879074, 6.502427, 1.845903], [2.531314, 4.083583, 2.292375], [1.563333, 2.639696, 0.548724], [-4.512138, -4.748029, 3.769208], [-3.115164, -4.491030, 4.354778], [-3.233045, -3.855111, 5.747794], [-2.403773, -5.838475, 4.509530], [-2.383736, -3.529690, 3.436130], [-2.922063, -2.257929, 3.183625], [-2.262020, -1.403270, 2.326439], [-1.132763, -1.700646, 1.688466], [-0.567754, -2.910029, 1.941548], [-1.185359, -3.821581, 2.813900], [0.703000, -3.187060, 1.274349], [1.356427, -4.430907, 1.356653], [2.522268, -4.677815, 0.657171], [2.989321, -3.631566, -0.149826], [2.327974, -2.422701, -0.153504], [1.229694, -2.166319, 0.550708], [3.308153, -5.974946, 0.727400], [4.713366, -5.659165, 1.263510], [3.412879, -6.587829, -0.676851], [2.671394, -7.013639, 1.653346], [-5.071913, -5.420664, 4.414814], [-4.428806, -5.206003, 2.785404], [-5.079127, -3.826478, 3.670059], [-3.741475, -4.538688, 6.423927], [-3.794343, -2.925385, 5.720574], [-2.243227, -3.645793, 6.148988], [-2.996832, -6.477995, 5.160472], [-1.423207, -5.716250, 4.964689], [-2.294210, -6.343833, 3.552519], [-3.836351, -1.929069, 3.651010], [-2.655441, -0.407858, 2.142980], [-0.701054, -4.761516, 3.009345], [0.939305, -5.203770, 1.977197], [3.863957, -3.747923, -0.766025], [2.714124, -1.614528, -0.761095], [5.238859, -4.958559, 0.620511], [5.302746, -6.571033, 1.326580], [4.647601, -5.227879, 2.260378], [3.914432, -5.920398, -1.371779], [2.422088, -6.807451, -1.068507], [3.976681, -7.517500, -0.633592], [2.617583, -6.651773, 2.677746], [3.284189, -7.912362, 1.651611], [1.675358, -7.289423, 1.315377], [-4.634407, 1.036250, -1.171635], [-2.904141, 1.590349, -0.894403], [-3.302020, 2.679592, 0.516384], [-2.250901, 0.394545, -0.283431], [-4.963660, 0.497955, -0.289401], [-4.657210, 0.378781, -2.033954], [-5.261440, 1.901936, -1.346713], [-3.579344, 3.659468, 0.146256], [-2.371592, 2.753588, 1.081637], [-4.093192, 2.260083, 1.127206], [5.120445, 1.830091, 2.482160], [4.336101, 1.412362, 1.296404], [4.586058, 1.514329, -0.055000], [3.458682, 0.976055, -0.692278], [2.567496, 0.571654, 0.211570], [3.126493, 0.836292, 1.408773], [3.260254, 0.837865, -2.159667], [6.180784, 1.849364, 2.246063], [4.942151, 1.152463, 3.314134], [4.818100, 2.829575, 2.794353], [5.447862, 1.928308, -0.534302], [2.623316, 0.626579, 2.264933], [4.094113, 0.288948, -2.596946], [3.233696, 1.821318, -2.631344], [2.336757, 0.304954, -2.375296], [0.716794, -0.016437, 3.298475], [0.136965, 1.600941, 3.746358], [0.132441, 1.994627, 5.058170], [-0.301028, 3.271432, 5.384709], [-0.681607, 4.139527, 4.362691], [-0.672617, 3.729091, 3.059619], [-1.069906, 4.872546, 1.806326], [-0.327610, 2.391963, 2.634945], [-0.420079, 1.943066, 1.432002], [0.470730, 1.311682, 5.823713], [-0.327871, 3.590707, 6.412384], [-0.988971, 5.148392, 4.597502]], "atomic_forces_ev_per_a": [[0.2, 1.3, 2.0], [-0.3, -0.5, -0.1], [0.1, 0.2, 0.1], [-0.1, -0.1, -0.1], [0.0, 0.2, 0.2], [-0.3, -0.6, -0.3], [0.1, 0.1, 0.0], [-0.4, -0.2, -0.8], [0.0, -0.7, -0.1], [0.2, 0.5, -0.2], [-0.3, 0.9, -1.5], [0.1, -0.1, 0.2], [0.3, -0.8, -0.2], [0.5, 0.4, 0.9], [-0.2, -0.1, -0.1], [0.0, 0.0, 0.1], [0.0, 0.0, 0.0], [0.0, 0.0, -0.1], [0.1, -0.2, -0.2], [0.1, 0.4, -0.1], [0.0, 0.1, 0.0], [-0.1, 0.1, 0.0], [0.0, 0.0, 0.1], [0.1, -0.1, 0.1], [0.1, 0.3, 0.0], [0.2, 0.0, 0.0], [-0.1, -0.2, 0.2], [0.0, 0.0, -0.2], [-0.1, 0.3, -0.1], [-0.3, 0.6, -0.1], [0.4, -0.5, 0.0], [-0.3, 0.3, 0.0], [0.3, -1.2, 0.2], [-1.4, 0.7, 0.6], [0.5, 0.2, -0.4], [1.4, 0.0, -0.8], [-0.5, 0.5, 0.1], [0.3, 0.5, -0.4], [-0.3, -0.3, 0.3], [0.2, 0.0, -0.2], [-0.5, -0.9, 0.6], [0.1, -0.3, 0.1], [-0.2, 0.0, 0.0], [-0.1, 0.1, 0.1], [0.0, 0.2, -0.1], [0.0, -0.1, 0.1], [0.0, 0.0, -0.1], [-0.1, 0.1, 0.0], [-0.1, -0.1, 0.1], [-0.1, 0.1, 0.0], [0.1, 0.0, 0.1], [0.0, -0.1, 0.0], [0.1, 0.0, 0.0], [0.0, -0.1, -0.1], [-0.1, 0.0, 0.0], [0.0, -0.1, -0.1], [0.0, -0.1, 0.0], [-0.1, -0.1, 0.0], [0.2, 0.0, -0.1], [-0.1, 0.0, 0.1], [0.1, 0.1, -0.1], [0.1, -0.1, 0.0], [0.0, 0.1, 0.1], [0.1, 0.1, -0.1], [-0.1, 0.0, -0.1], [0.1, -0.1, 0.0], [-0.1, 0.0, 0.1], [0.0, -0.1, 0.0], [-0.2, 0.0, 0.0], [0.8, 0.0, -0.2], [-1.8, 1.1, 0.5], [0.3, -0.2, -0.4], [0.3, -1.1, 0.1], [0.1, 0.0, 0.2], [0.1, -0.1, -0.1], [0.0, 0.2, 0.0], [-0.1, 0.1, -0.2], [0.1, -0.1, -0.2], [-0.2, -0.2, 0.0], [-0.1, 0.1, 0.1], [-0.1, -0.1, -0.3], [-0.2, -0.1, 0.2], [0.0, 0.0, 0.2], [-0.2, -0.1, -0.1], [0.3, 0.2, 0.2], [-0.1, -0.1, 0.0], [0.0, 0.0, 0.1], [0.1, 0.0, 0.1], [0.0, 0.1, 0.0], [0.3, 0.1, -0.1], [0.0, 0.0, -0.2], [0.0, 0.0, 0.0], [-0.1, 0.0, -0.1], [0.0, 0.0, -0.1], [0.1, 0.1, 0.4], [0.0, 0.4, 0.0], [0.1, -0.1, 0.2], [0.0, 0.0, 0.2], [0.0, 0.0, 0.2], [0.1, -0.1, -0.1], [-0.2, 0.3, 0.0], [0.1, -0.2, 0.3], [0.1, -1.0, -1.1], [0.0, -0.1, 0.1], [0.0, 0.1, 0.1], [0.0, 0.1, 0.0]], "mol_weight_g_mol": 1030.81, "homo_energy_ev": [-5.68, -5.69], "spin_multiplicity": 6, "lumo_ev": [-0.80, -0.80], "e_above_lowest_kcal_mol": 7.40, "orbital_gap_ev": [4.9, 4.9]}